Entry 1:
{"formula": "C28H49N7", "method": "wB97M-V/def2-TZVPD", "gap_ev": 11.56, "e_above_lowest_ev": 0.000, "elements": ["C", "C", "C", "C", "N", "H", "H", "H", "H", "H", "H", "H", "C", "C", "C", "C", "N", "H", "H", "H", "H", "H", "H", "H", "C", "C", "C", "C", "N", "H", "H", "H", "H", "H", "H", "H", "C", "C", "C", "C", "N", "H", "H", "H", "H", "H", "H", "H", "C", "C", "C", "C", "N", "H", "H", "H", "H", "H", "H", "H", "C", "C", "C", "C", "N", "H", "H", "H", "H", "H", "H", "H", "C", "C", "C", "C", "N", "H", "H", "H", "H", "H", "H", "H"], "xyz": [[-12.20124, 3.68273, 10.66503], [-13.02646, 3.95312, 11.90322], [-12.88456, 5.37548, 12.44704], [-13.31045, 6.41283, 11.49341], [-13.65002, 7.20108, 10.73046], [-12.35571, 2.66179, 10.31017], [-11.13463, 3.82994, 10.83290], [-12.53718, 4.30474, 9.83151], [-12.75250, 3.26160, 12.70260], [-14.09220, 3.79483, 11.72396], [-11.84508, 5.60477, 12.69838], [-13.46189, 5.49929, 13.36273], [-19.09575, 14.14059, 7.85138], [-18.62324, 14.64829, 9.22082], [-17.11942, 14.89375, 9.25848], [-16.66453, 16.01447, 8.43459], [-16.29131, 16.89983, 7.80674], [-18.49448, 13.29907, 7.49665], [-18.99251, 14.92180, 7.09663], [-20.12418, 13.78026, 7.89380], [-18.81714, 13.82595, 9.91463], [-19.17277, 15.54321, 9.50346], [-16.59352, 13.99082, 8.94390], [-16.81230, 15.15930, 10.27364], [-19.55243, 12.71210, 12.80916], [-20.15705, 13.73884, 13.75583], [-20.52684, 15.04729, 13.05210], [-19.38968, 15.82044, 12.55024], [-18.47010, 16.38142, 12.15387], [-18.66697, 13.09794, 12.29661], [-20.27967, 12.38279, 12.06765], [-19.17367, 11.85830, 13.37127], [-19.43813, 13.86493, 14.57149], [-21.04272, 13.36571, 14.27286], [-21.18245, 15.66151, 13.66568], [-21.08327, 14.74687, 12.15772], [-19.82431, 5.07129, 11.83082], [-19.37379, 6.53188, 11.81043], [-18.47504, 6.94215, 12.98521], [-17.22579, 6.17974, 13.01845], [-16.24507, 5.58597, 13.06421], [-20.25928, 4.83330, 10.85881], [-20.57691, 4.85312, 12.58650], [-18.97262, 4.40233, 11.96874], [-20.26431, 7.16302, 11.86160], [-18.91025, 6.83861, 10.87112], [-19.01052, 6.80000, 13.92426], [-18.25973, 8.00515, 12.86479], [-12.95563, 10.30511, 9.08120], [-12.40011, 10.88226, 10.36481], [-11.38409, 12.01432, 10.23163], [-10.24773, 11.71304, 9.36109], [-9.33815, 11.49745, 8.69608], [-13.71283, 9.53304, 9.20605], [-12.16658, 9.87828, 8.46042], [-13.46856, 11.05896, 8.47274], [-11.88349, 10.04943, 10.86200], [-13.15601, 11.13463, 11.11100], [-10.95558, 12.26338, 11.20321], [-11.87658, 12.90324, 9.82924], [-18.99500, 8.69884, 7.61059], [-18.69772, 10.18083, 7.80513], [-19.62678, 10.90312, 8.77015], [-19.62653, 10.29708, 10.11422], [-19.59201, 9.83000, 11.16367], [-18.26409, 8.22027, 6.96147], [-19.99083, 8.55598, 7.18378], [-18.99453, 8.16767, 8.56680], [-18.69680, 10.68771, 6.83530], [-17.66224, 10.31916, 8.10806], [-20.66927, 10.94219, 8.44426], [-19.31752, 11.94389, 8.84650], [-16.25994, 10.32279, 13.11851], [-15.63229, 9.23860, 12.23275], [-16.25534, 9.14941, 10.85039], [-16.31967, 10.41717, 10.11446], [-16.45241, 11.37307, 9.49053], [-16.04308, 11.32811, 12.75901], [-15.83929, 10.23555, 14.12068], [-17.33751, 10.15499, 13.16656], [-15.73527, 8.25633, 12.68963], [-14.56381, 9.43870, 12.14451], [-17.28417, 8.77780, 10.84531], [-15.72368, 8.47676, 10.17090]]}


Entry 2:
{"formula": "C28H50BrIrN3O2P3", "method": "wB97M-V/def2-TZVPD", "gap_ev": [7.67, 6.09], "e_above_lowest_ev": 1.292, "total_charge": 2, "multiplicity": 5, "elements": ["Ir", "C", "C", "C", "P", "C", "C", "C", "C", "C", "C", "C", "C", "C", "C", "N", "C", "C", "C", "C", "C", "C", "C", "P", "C", "C", "C", "C", "C", "C", "H", "H", "H", "H", "H", "H", "H", "H", "H", "H", "H", "H", "H", "H", "H", "H", "H", "H", "H", "H", "H", "H", "H", "H", "H", "H", "H", "H", "H", "H", "H", "H", "H", "H", "H", "H", "H", "H", "H", "H", "N", "C", "P", "O", "O", "C", "N", "H", "H", "H", "H", "H", "H", "H", "H", "H", "H", "Br"], "xyz": [[-0.11274, -1.16168, -0.16442], [-3.89744, -1.34338, 0.80758], [-3.58754, -1.76658, -0.62972], [-4.83014, -1.73328, -1.51372], [-2.15494, -0.74868, -1.25062], [-2.23784, -0.75768, -3.10322], [-1.38254, 0.35022, -3.70732], [-1.86664, -2.14568, -3.61962], [-2.34174, 0.96992, -0.72592], [-3.52564, 1.67832, -0.67762], [-3.57124, 2.96642, -0.14682], [-4.84964, 3.71962, -0.06802], [-2.38994, 3.50252, 0.37578], [-1.19724, 2.82192, 0.30568], [-1.12814, 1.54782, -0.28202], [0.02916, 0.82052, -0.41402], [1.23136, 1.42132, -0.64062], [1.35426, 2.75482, -1.08842], [2.58626, 3.34702, -1.21542], [3.76756, 2.65712, -0.92162], [5.08336, 3.34592, -0.99382], [3.66576, 1.30092, -0.61032], [2.43316, 0.68022, -0.49592], [2.25666, -1.09768, -0.19102], [2.88796, -1.96938, -1.72292], [4.38426, -1.86008, -1.98852], [2.09486, -1.42908, -2.91042], [3.38516, -1.54138, 1.22228], [3.40696, -0.46308, 2.29838], [2.97266, -2.89018, 1.79928], [-4.38394, -2.16058, 1.33918], [-4.57004, -0.48888, 0.82078], [-2.99274, -1.03078, 1.33228], [-3.20774, -2.79798, -0.62242], [-5.20584, -0.72578, -1.66972], [-5.61814, -2.29958, -1.02062], [-4.64894, -2.19088, -2.48232], [-3.28854, -0.54278, -3.33722], [-0.32194, 0.20202, -3.51692], [-1.66874, 1.32562, -3.31682], [-1.52844, 0.36382, -4.78442], [-0.81784, -2.37028, -3.42902], [-2.03244, -2.20078, -4.69332], [-2.46834, -2.91738, -3.14112], [-4.43444, 1.23272, -1.05042], [-5.66774, 3.17522, -0.53122], [-4.76484, 4.69752, -0.54132], [-5.09914, 3.89582, 0.97798], [-2.42704, 4.46592, 0.86178], [-0.31324, 3.23052, 0.77048], [0.47186, 3.30992, -1.36402], [2.64256, 4.36662, -1.56382], [5.00986, 4.36182, -0.60992], [5.40856, 3.42062, -2.03272], [5.84966, 2.81102, -0.43892], [4.56846, 0.72832, -0.44972], [2.62996, -3.02658, -1.57792], [4.68966, -0.82408, -2.11052], [4.59636, -2.37688, -2.92282], [4.98536, -2.33128, -1.21372], [2.36966, -0.39558, -3.11572], [1.02066, -1.46788, -2.70032], [2.29406, -2.02008, -3.80162], [4.38306, -1.63358, 0.77368], [2.39826, -0.19798, 2.61188], [3.91296, 0.43042, 1.94268], [3.95456, -0.83548, 3.16408], [1.99936, -2.80538, 2.27718], [3.69986, -3.20108, 2.54748], [2.92696, -3.65908, 1.02958], [-1.68384, -2.87078, 3.24418], [-1.44164, -1.77478, 4.20358], [-0.67954, -0.33168, 3.17238], [-1.75334, 0.48862, 2.57328], [0.06856, -1.20288, 2.12958], [0.45186, 0.45502, 4.27038], [1.32806, 2.28012, 3.09358], [-2.61084, -2.77068, 2.81568], [-1.59004, -3.81418, 3.63638], [-0.95734, -2.70088, 2.49518], [-0.72704, -2.08768, 4.96208], [-2.36074, -1.45318, 4.68688], [1.32246, -0.08758, 4.58118], [0.03356, 1.15032, 4.97008], [1.84966, 2.27982, 2.22648], [1.87726, 2.69762, 3.83228], [0.45716, 2.78282, 2.99068], [-0.40154, -3.53438, -0.02092]]}